No. 1
{
  "formula": "C17H11BrN4O2Tl",
  "method": "the ωB97M-V functional and the def2-TZVPD basis",
  "e_lumo_ev": -4.34,
  "energy_ev": -102584.2824,
  "charge": 1,
  "gap_ha": 0.27018,
  "homo_ev": -11.693,
  "species": ["Tl", "O", "N", "O", "C", "C", "C", "C", "C", "C", "N", "C", "C", "N", "C", "C", "C", "C", "H", "H", "H", "H", "H", "H", "H", "Br", "C", "C", "C", "N", "C", "C", "H", "H", "H", "H"],
  "xyz": [[-1.022, 0.377, 0.380], [4.846, -2.779, -3.836], [4.830, -2.782, -2.604], [5.617, -3.507, -1.878], [3.877, -2.101, -1.775], [4.326, -1.864, -0.617], [3.531, -1.167, 0.360], [4.033, -0.734, 1.717], [3.340, -0.162, 2.681], [1.935, 0.260, 2.141], [1.452, -0.190, 0.989], [2.185, -0.848, 0.198], [1.587, -1.132, -1.144], [0.316, -0.663, -1.436], [-0.092, -1.119, -2.581], [0.540, -1.724, -3.701], [1.844, -1.968, -3.317], [2.447, -1.755, -2.119], [5.427, -2.167, -0.170], [4.902, -1.150, 2.024], [3.469, 0.253, 3.435], [1.307, 0.650, 2.936], [-1.033, -0.450, -2.822], [0.060, -1.887, -4.662], [2.660, -2.551, -4.103], [-7.932, 4.183, 3.073], [-6.495, 3.368, 2.247], [-6.696, 2.853, 1.016], [-5.576, 2.098, 0.439], [-4.433, 2.027, 1.034], [-4.251, 2.599, 2.188], [-5.205, 3.262, 2.969], [-7.653, 2.766, 0.672], [-5.749, 1.685, -0.514], [-3.379, 2.514, 2.700], [-5.016, 3.803, 4.082]],
  "atomic_forces_ev_per_a": [[-0.6, 0.3, 0.3], [-0.4, 0.6, 2.1], [2.7, -4.0, 0.0], [-1.8, 1.9, -3.1], [-3.7, 0.0, -4.2], [4.1, 1.4, 7.8], [-0.5, 1.3, 3.5], [-0.5, -2.3, -3.1], [-8.5, -2.8, -14.4], [2.6, -2.6, 1.4], [-2.5, 3.5, 5.2], [2.5, -2.3, -5.9], [1.8, 0.1, 0.9], [3.8, -2.6, 0.9], [-4.8, 4.0, -3.8], [1.0, 0.4, 3.3], [3.1, -3.8, -5.9], [-0.1, 1.0, 2.4], [-3.0, 0.8, -1.8], [3.3, -0.9, 0.3], [3.3, 5.7, 12.6], [-0.5, 0.5, -0.7], [1.0, -2.2, 0.0], [0.3, 0.0, 0.4], [-2.7, 1.9, 1.9], [-0.7, 0.5, 0.6], [2.4, 0.4, 2.5], [4.1, -2.2, 0.0], [-3.1, 2.5, 1.4], [1.3, -1.2, -1.7], [-2.6, 1.7, 2.8], [-1.8, 1.3, -0.4], [-2.2, 0.1, -1.4], [0.2, -0.8, -1.0], [3.1, -0.6, 0.8], [-0.6, -1.8, -3.5]]
}

***

No. 2
{
  "formula": "C17H12BrI4N2NiO",
  "method": "the ωB97M-V functional and the def2-TZVPD basis",
  "e_lumo_ev": [-3.99, -4.00],
  "energy_ev": -166335.1954,
  "charge": 1,
  "gap_ha": [0.24858, 0.24839],
  "homo_ev": [-10.759, -10.758],
  "species": ["Ni", "Br", "C", "C", "C", "C", "O", "C", "C", "N", "C", "C", "C", "C", "C", "C", "C", "C", "N", "C", "C", "H", "H", "H", "H", "H", "H", "H", "H", "H", "H", "I", "C", "I", "H", "H", "I", "I"],
  "xyz": [[-1.164, 0.291, 0.235], [3.228, -0.692, 6.061], [1.877, -0.427, 4.771], [0.549, -0.215, 5.187], [-0.451, -0.025, 4.271], [-0.183, -0.033, 2.888], [-1.181, 0.112, 2.060], [1.152, -0.231, 2.481], [1.517, -0.244, 1.119], [0.728, 0.007, 0.121], [1.197, -0.006, -1.216], [2.501, -0.003, -1.631], [2.814, -0.034, -3.007], [1.828, -0.058, -3.951], [0.472, -0.029, -3.549], [-0.612, -0.031, -4.453], [-1.889, 0.012, -3.976], [-2.099, 0.073, -2.589], [-1.114, 0.077, -1.716], [0.172, 0.011, -2.179], [2.172, -0.441, 3.444], [0.322, -0.207, 6.245], [-1.475, 0.128, 4.582], [2.553, -0.497, 0.905], [3.310, 0.030, -0.914], [3.852, -0.039, -3.307], [2.066, -0.088, -5.006], [-0.416, -0.068, -5.517], [-2.743, 0.006, -4.638], [-3.103, 0.113, -2.192], [3.191, -0.606, 3.115], [-3.851, 0.430, 0.536], [-3.559, 2.538, 0.365], [-1.496, 3.032, 0.304], [-4.005, 3.017, 1.228], [-4.010, 2.866, -0.562], [-0.936, -3.068, 0.361], [-1.215, -5.700, 0.120]],
  "atomic_forces_ev_per_a": [[0.7, -1.5, 0.1], [0.0, 0.0, 0.0], [0.0, 0.0, 0.1], [0.0, 0.0, 0.0], [-0.1, 0.0, 0.1], [-0.2, 0.0, -0.1], [0.0, 0.2, -0.2], [0.2, -0.1, 0.0], [0.0, 0.0, 0.0], [-0.5, 0.1, -0.1], [0.1, 0.0, 0.1], [0.1, 0.0, 0.0], [0.0, 0.0, 0.0], [0.0, 0.0, 0.0], [0.0, 0.0, -0.1], [0.0, 0.0, 0.0], [0.0, 0.0, 0.1], [0.0, 0.0, 0.0], [-0.1, 0.3, 0.3], [-0.1, 0.0, 0.0], [0.0, 0.0, -0.1], [0.0, 0.0, 0.0], [0.0, 0.0, 0.0], [0.0, 0.0, 0.0], [0.0, 0.0, 0.0], [0.0, 0.0, 0.0], [0.0, 0.0, 0.0], [0.0, 0.0, 0.0], [0.0, 0.0, 0.0], [0.0, 0.0, 0.0], [0.0, 0.0, 0.0], [0.1, 0.1, 0.0], [0.0, 0.1, 0.0], [-0.2, 0.8, 0.0], [0.0, 0.0, 0.0], [-0.1, 0.0, 0.0], [0.0, 0.0, 0.0], [0.0, 0.0, 0.0]]
}